#A
Molecular formula: C5H11N
Method: DFT, wB97M-V/def2-TZVPD

```
17
Properties=species:S:1:pos:R:3:lowdin_charge:R:1
C -1.24758 1.29000 -0.15075 -0.06
C -1.31558 -0.55302 -0.22129 -0.07
N -0.03508 -0.87943 0.31648 -0.31
C 0.49668 -2.06274 0.55272 0.02
C 0.66919 0.28017 0.59780 -0.25
C 1.49003 0.78914 -0.54862 -0.12
H -2.01709 1.44675 -0.89211 0.03
H -1.62923 1.55959 0.84432 0.06
H -0.48212 2.07483 -0.36183 0.05
H -2.08816 -0.56375 0.54938 0.09
H -1.62517 -1.31072 -0.99559 0.11
H -0.10950 -2.94624 0.72033 0.06
H 1.57906 -2.13911 0.55608 0.06
H 1.13581 0.29761 1.57143 0.09
H 2.40734 0.17989 -0.61151 0.07
H 1.78907 1.83286 -0.40760 0.07
H 0.98233 0.70417 -1.51923 0.08
```

Output
total charge: 0
frontier orbital gap (spin up / spin down): 7.248 / 7.791 eV
highest occupied orbital energy (spin up / spin down): -6.388 / -6.883 eV
2S+1: 1

#B
Molecular formula: C5H11N
Method: DFT, wB97M-V/def2-TZVPD

```
17
Properties=species:S:1:pos:R:3:lowdin_charge:R:1
C -0.20186 2.00011 0.25491 0.01
N -0.10809 0.80937 0.77480 -0.16
C -0.29284 0.13395 2.05239 -0.04
C 0.34129 -0.42610 0.84174 -0.27
C -1.17476 -0.68747 -2.11406 -0.05
C 1.63971 -0.99905 0.40169 -0.05
H 0.28290 2.19673 -0.69330 0.06
H -1.32366 0.36113 -1.84032 0.00
H -0.81693 2.73761 0.75157 0.05
H -1.31404 -0.15061 2.31582 0.10
H 0.27603 0.59021 2.87375 0.10
H -1.08066 -1.27845 -1.20025 0.01
H -0.25902 -0.78129 -2.70497 0.02
H -2.02505 -1.03731 -2.70392 0.02
H 1.71967 -2.04645 0.70459 0.07
H 1.70783 -0.96765 -0.69167 0.07
H 2.50738 -0.45428 0.80900 0.08
```

Output
total charge: 0
frontier orbital gap: 7.955 eV
highest occupied orbital energy: -6.991 eV
2S+1: 1

#C
Molecular formula: C5H11N
Method: DFT, wB97M-V/def2-TZVPD

```
17
Properties=species:S:1:pos:R:3:lowdin_charge:R:1
C -1.32111 -0.49222 1.27104 -0.09
N -1.09143 0.56046 0.32317 -0.15
C -0.09130 1.59982 0.49819 -0.08
C 0.10062 0.38914 -0.39931 -0.37
C 1.21217 -1.00167 0.27168 -0.04
C 0.11582 0.28182 -1.91753 -0.05
H -1.98829 -1.22217 0.79668 0.09
H -0.30467 -0.95781 1.36430 0.04
H -1.78100 -0.11089 2.18830 0.09
H 0.59363 1.61980 1.34676 0.10
H -0.48421 2.60068 0.25454 0.10
H 2.13562 -0.59647 -0.09951 0.03
H 0.99987 -1.95092 -0.25531 0.05
H 1.51739 -1.39283 1.29108 0.06
H 1.05064 0.67109 -2.33079 0.07
H 0.04701 -0.78257 -2.15730 0.07
H -0.71074 0.78473 -2.44599 0.08
```

Output
total charge: 0
frontier orbital gap: 10.038 eV
highest occupied orbital energy: -9.006 eV
2S+1: 1

Stability ranking, top entry: #C; the second entry is 9.6 kcal/mol less favorable.